{
  "formula": "C23H15AsO6Pr",
  "method": "ωB97M-V/def2-TZVPD",
  "max_force_ev_per_a": 7.7,
  "total_charge": 3,
  "orbital_gap_ev": [4.882, 5.187],
  "multiplicity": 3,
  "e_lumo_ev": [-12.22, -11.91],
  "s2": 2.00,
  "total_energy_ha": -4088.61794,
  "elements": ["O", "C", "Pr", "O", "C", "C", "O", "C", "O", "C", "O", "O", "As", "C", "C", "C", "C", "C", "C", "C", "C", "C", "C", "C", "C", "C", "C", "C", "C", "C", "C", "H", "H", "H", "H", "H", "H", "H", "H", "H", "H", "H", "H", "H", "H", "H"],
  "xyz": [[0.05107, 4.83178, 0.04859], [0.09623, 3.80767, -0.56749], [0.04130, -0.85451, 0.20709], [0.02286, 0.09816, -3.65085], [0.01447, -0.05114, -2.51486], [0.04986, -3.37516, -0.22298], [0.03042, -4.50354, -0.49095], [-2.55011, -0.19763, -0.18873], [-3.67601, 0.04769, -0.11929], [2.62120, -0.12354, -0.27547], [3.75539, 0.13620, -0.32049], [0.12942, -0.09121, 2.25522], [-0.39636, 0.13234, 3.95344], [-1.72289, -1.29115, 4.08928], [-1.44297, -2.51946, 3.46850], [-2.40454, -3.53777, 3.46932], [-3.64444, -3.32092, 4.09118], [-3.92816, -2.08271, 4.69343], [-2.95740, -1.06277, 4.71684], [1.21774, -0.30228, 4.94068], [1.83710, -1.53292, 4.74952], [3.00026, -1.83757, 5.45322], [3.59264, -0.90663, 6.29015], [2.96139, 0.30787, 6.50018], [1.79468, 0.61773, 5.81346], [-0.71450, 2.03282, 3.99041], [-1.96305, 2.55240, 4.35608], [-2.12647, 3.94634, 4.33227], [-1.08418, 4.78936, 3.91924], [0.13980, 4.24240, 3.51232], [0.33509, 2.85714, 3.54982], [-0.47598, -2.71583, 2.97286], [-2.17498, -4.50953, 3.01740], [-4.40605, -4.10786, 4.09848], [-4.89388, -1.89622, 5.16946], [-3.13203, -0.10646, 5.22766], [1.39586, -2.28596, 4.10857], [3.46957, -2.80324, 5.34169], [4.51656, -1.11282, 6.81164], [3.37798, 1.05827, 7.15165], [1.26550, 1.54529, 5.97487], [-2.75528, 1.86273, 4.67483], [-3.09665, 4.34363, 4.62495], [-1.24567, 5.87150, 3.93509], [0.94278, 4.90939, 3.19047], [1.30411, 2.44126, 3.23534]],
  "atomic_forces_ev_per_a": [[0.296, -6.537, -4.001], [-0.301, 6.426, 4.028], [0.230, 2.357, 3.374], [-0.040, -0.443, 4.129], [0.043, 0.503, -4.336], [-0.085, -7.148, -1.577], [0.103, 5.620, 1.373], [-5.488, 1.174, 0.456], [4.983, -1.048, -0.414], [6.395, 1.430, -0.201], [-5.983, -1.319, 0.180], [-0.358, -1.217, -2.838], [1.400, -0.262, 0.236], [-0.408, 0.600, -0.120], [-0.037, -0.159, -0.465], [-0.036, 0.200, 0.259], [-0.065, 0.444, 0.019], [0.434, 0.036, 0.053], [0.221, -0.284, -0.140], [-0.048, 0.099, -0.289], [0.055, -0.418, 0.246], [-0.034, -0.136, -0.426], [-0.279, 0.305, 0.257], [-0.163, 0.418, -0.381], [-0.698, 0.068, -0.028], [-0.503, -0.177, -0.108], [0.419, 0.141, 0.044], [-0.101, -0.428, -0.084], [-0.306, -0.415, 0.188], [-0.155, -0.125, 0.177], [0.191, 0.126, -0.080], [-0.392, 0.152, 0.414], [-0.122, 0.418, 0.206], [0.360, 0.307, -0.003], [0.323, -0.177, -0.170], [-0.164, -0.609, -0.234], [0.051, -0.061, -0.003], [-0.047, -0.111, -0.132], [-0.002, -0.175, -0.029], [0.114, -0.018, 0.182], [0.240, 0.265, 0.173], [0.220, 0.670, -0.147], [0.295, 0.097, -0.035], [0.155, -0.426, -0.093], [-0.217, -0.317, 0.090], [-0.496, 0.157, 0.251]],
  "mulliken_charge": [-0.16, 0.16, 1.31, -0.06, 0.22, 0.38, -0.04, 0.30, -0.03, 0.32, -0.04, -0.44, 1.14, 0.65, -0.05, -0.92, -0.59, -0.75, -0.40, 0.62, -0.28, -0.76, -0.53, -0.70, -0.20, 0.57, -0.35, -0.68, -0.58, -0.72, -0.36, 0.30, 0.45, 0.43, 0.44, 0.44, 0.23, 0.43, 0.43, 0.43, 0.46, 0.11, 0.45, 0.44, 0.48, 0.44]
}